ORCA calculation (ωB97M-V/def2-TZVPD) on a molecular structure, C3H3Na2O4 in a non-equilibrium geometry.

Calculated values
⟨S²⟩ = 0.75
calculated total energy = -741.68017 Eh
energy relative to the best compared isomer or geometry (same formula, charge and spin) = 0.000 eV
E_HOMO (spin up / spin down) = -7.06 / -7.06 eV
Kohn-Sham gap (spin up / spin down) = 5.8 / 5.4 eV

```
! wB97M-V def2-TZVPD RIJCOSX def2/J DEFGRID3
* xyz 0 2
H -3.31 0.03 0.65
O -1.55 1.18 0.70
O -0.76 -0.86 -0.90
C -2.20 -0.01 0.80
C -1.75 -1.04 -0.20
H -2.10 -0.53 1.79
H -2.25 -2.04 -0.17
O 4.01 -0.60 -0.41
C 2.91 -0.19 -0.77
O 2.43 0.97 -0.73
Na 4.55 1.68 0.03
Na 0.02 1.41 -0.78
*
```